Here is C38H31BrF3IIrN5O2S3 as an isolated structure from the OMol25 dataset. Energies are from ωB97M-V with the def2-TZVPD basis set.

Values from the calculation:
Spin multiplicity: 2
Net charge: +3
HOMO-LUMO gap (alpha / beta), eV: 6.21 / 3.05

Element x y z (Å)
Ir: -0.068 -0.069 -0.207
F: 5.806 -0.653 -1.169
C: 4.787 -1.509 -1.174
F: 5.271 -2.745 -1.080
F: 4.145 -1.395 -2.349
C: 3.846 -1.223 -0.023
C: 4.319 -1.249 1.278
C: 3.469 -0.915 2.327
C: 2.149 -0.621 2.060
N: 1.663 -0.686 0.813
C: 2.511 -0.905 -0.219
S: 1.612 -0.580 -1.690
H: 5.356 -1.498 1.467
H: 3.825 -0.888 3.347
H: 1.471 -0.340 2.848
S: -1.697 -6.922 -0.653
C: -0.498 -7.940 -0.015
C: 0.651 -7.265 0.276
C: 0.550 -5.888 -0.026
C: -0.677 -5.542 -0.539
C: -1.104 -4.229 -0.999
C: -0.530 -3.070 -0.435
N: -0.831 -1.851 -0.854
C: -1.696 -1.693 -1.891
C: -2.362 -2.770 -2.471
C: -3.272 -2.499 -3.555
C: -3.449 -1.245 -4.027
C: -2.733 -0.129 -3.464
C: -2.805 1.185 -3.939
C: -2.043 2.200 -3.366
C: -1.242 1.860 -2.261
N: -1.177 0.624 -1.784
C: -1.883 -0.372 -2.387
C: -2.057 3.570 -3.860
C: -1.165 4.577 -3.573
C: -1.463 5.782 -4.242
C: -2.575 5.673 -5.027
S: -3.259 4.119 -4.964
C: -2.061 -4.050 -1.988
H: -0.702 -8.991 0.114
H: 1.536 -7.740 0.671
H: 1.377 -5.198 0.069
H: 0.180 -3.145 0.379
H: -3.804 -3.331 -3.998
H: -4.124 -1.060 -4.852
H: -3.445 1.401 -4.787
H: -0.657 2.605 -1.744
H: -0.299 4.456 -2.938
H: -0.881 6.688 -4.162
H: -3.027 6.432 -5.645
H: -2.542 -4.911 -2.438
N: 0.647 1.766 0.339
C: 1.055 2.810 0.639
N: 1.551 3.961 0.939
C: 1.125 4.717 2.144
C: 0.300 5.915 1.697
O: 1.027 6.692 0.773
C: 1.322 5.982 -0.407
C: 2.217 4.791 -0.100
H: 2.033 5.047 2.648
H: 0.567 4.057 2.806
H: 0.076 6.553 2.549
H: -0.647 5.578 1.250
H: 1.835 6.669 -1.078
H: 0.390 5.648 -0.887
H: 3.163 5.129 0.322
H: 2.421 4.177 -0.977
Br: 0.181 -4.406 2.881
C: 0.384 -3.186 4.301
C: 1.040 -3.593 5.453
C: 1.212 -2.702 6.502
C: 0.738 -1.397 6.415
C: 0.083 -0.979 5.272
C: -0.102 -1.882 4.222
I: -1.204 -1.200 2.602
H: 1.409 -4.607 5.528
H: 1.720 -3.033 7.398
H: 0.866 -0.713 7.243
H: -0.311 0.026 5.202
C: -3.528 0.121 0.434
O: -2.185 0.630 0.671
H: -4.114 0.866 -0.100
H: -4.004 -0.125 1.382
H: -3.430 -0.776 -0.168
H: -2.234 1.404 1.246

Force components x, y, z for each atom (eV/Å):
Ir 0.2 0.3 -0.7
F 0.0 0.0 0.0
C 0.0 0.0 0.0
F 0.0 0.0 0.0
F 0.0 0.0 0.0
C 0.0 0.0 0.0
C 0.0 0.0 0.1
C 0.1 0.0 0.0
C 0.0 -0.1 -0.1
N 0.4 -0.2 -0.1
C -0.2 0.1 -0.1
S 0.1 0.0 0.6
H 0.0 0.0 0.0
H 0.0 0.0 0.0
H 0.0 0.0 0.0
S -0.2 0.0 0.0
C 0.0 0.0 0.0
C 0.1 0.0 0.0
C 0.1 0.0 0.0
C 0.0 0.0 0.0
C 0.0 0.1 0.0
C 0.1 0.0 0.0
N -0.2 0.0 0.0
C 0.0 0.2 0.0
C 0.0 0.0 0.0
C 0.0 0.0 0.0
C 0.0 0.0 0.0
C 0.0 0.0 0.0
C 0.0 0.0 0.0
C 0.0 0.0 0.0
C -0.1 -0.1 0.1
N -0.2 -0.3 -0.1
C 0.2 -0.1 0.1
C 0.0 0.0 0.0
C 0.0 0.0 0.0
C 0.0 0.0 0.0
C 0.0 0.0 0.0
S 0.0 0.0 0.0
C 0.0 0.0 -0.1
H 0.0 0.0 0.0
H 0.0 0.0 0.0
H 0.0 0.0 0.0
H 0.0 0.0 0.0
H 0.0 0.0 0.0
H 0.0 0.0 0.0
H 0.0 0.0 0.0
H 0.0 0.0 0.0
H 0.0 0.0 0.0
H 0.0 0.0 0.0
H 0.0 0.0 0.0
H 0.0 0.0 0.0
N -0.2 0.2 0.0
C 0.0 0.0 -0.1
N 0.0 0.0 0.0
C 0.0 0.0 0.0
C 0.0 0.0 0.0
O 0.0 0.0 0.0
C 0.0 0.0 0.0
C 0.0 0.0 0.0
H 0.0 0.0 0.0
H 0.0 0.0 0.0
H 0.0 0.0 0.0
H 0.0 0.0 0.0
H 0.0 0.0 0.0
H 0.0 0.0 0.0
H 0.0 0.0 0.0
H 0.0 0.0 0.0
Br 0.1 0.0 0.1
C 0.0 0.0 0.0
C 0.0 0.0 -0.1
C 0.0 0.0 0.0
C 0.0 0.0 0.0
C 0.0 -0.1 0.0
C -0.1 0.0 0.0
I -0.1 -0.1 0.3
H 0.0 0.0 0.0
H 0.0 0.0 0.0
H 0.0 0.0 0.0
H 0.0 0.0 0.0
C 0.0 0.1 0.0
O -0.1 0.1 0.2
H 0.0 0.0 0.0
H 0.0 0.0 0.0
H 0.0 0.0 0.0
H 0.0 0.0 0.0

Mulliken atomic charge list, values in e, 4 entries: Ir 0.30; F -0.23; C 0.53; F -0.23

---

Here is C38H31BrF3IIrN5O2S3 as an isolated structure in a non-equilibrium geometry from the OMol25 dataset. Energies are from ωB97M-V with the def2-TZVPD basis set.

Values from the calculation:
Spin multiplicity: 2
Net charge: +3
HOMO-LUMO gap (alpha / beta), eV: 3.44 / 3.72

Element x y z (Å)
Ir: -0.357 0.205 -0.012
F: -4.640 0.864 -4.642
C: -4.585 1.285 -3.375
F: -5.826 1.585 -2.988
F: -3.874 2.414 -3.363
C: -4.010 0.191 -2.494
C: -4.646 -1.046 -2.500
C: -4.127 -2.079 -1.731
C: -2.994 -1.834 -0.967
N: -2.396 -0.656 -0.949
C: -2.870 0.351 -1.698
S: -1.902 1.776 -1.544
H: -5.530 -1.204 -3.100
H: -4.592 -3.051 -1.729
H: -2.551 -2.605 -0.351
S: -1.199 6.144 4.290
C: -2.339 5.839 5.492
C: -2.873 4.561 5.423
C: -2.347 3.815 4.375
C: -1.398 4.511 3.633
C: -0.624 4.072 2.515
C: -0.769 2.759 1.986
N: -0.080 2.298 0.977
C: 0.826 3.091 0.355
C: 1.058 4.420 0.807
C: 2.024 5.233 0.138
C: 2.712 4.764 -0.930
C: 2.490 3.443 -1.426
C: 3.169 2.942 -2.537
C: 2.915 1.650 -3.002
C: 1.939 0.906 -2.282
N: 1.304 1.354 -1.233
C: 1.542 2.603 -0.774
C: 3.589 1.088 -4.135
C: 3.429 -0.172 -4.697
C: 4.258 -0.401 -5.788
C: 5.064 0.686 -6.078
S: 4.814 1.986 -5.029
C: 0.321 4.891 1.893
H: -2.582 6.598 6.211
H: -3.611 4.198 6.116
H: -2.651 2.802 4.183
H: -1.490 2.092 2.436
H: 2.188 6.234 0.501
H: 3.440 5.380 -1.434
H: 3.893 3.569 -3.038
H: 1.680 -0.092 -2.602
H: 2.729 -0.903 -4.335
H: 4.283 -1.312 -6.357
H: 5.783 0.754 -6.872
H: 0.488 5.899 2.245
N: 0.402 -1.716 -0.856
C: 0.770 -2.768 -1.180
N: 1.160 -3.919 -1.589
C: 1.292 -5.070 -0.707
C: 2.779 -5.242 -0.348
O: 3.554 -5.337 -1.512
C: 3.441 -4.223 -2.353
C: 1.978 -4.033 -2.789
H: 0.953 -5.952 -1.255
H: 0.687 -4.943 0.189
H: 2.931 -6.175 0.198
H: 3.108 -4.394 0.274
H: 4.074 -4.427 -3.219
H: 3.791 -3.309 -1.845
H: 1.646 -4.912 -3.345
H: 1.861 -3.147 -3.411
Br: -2.443 -0.113 5.637
C: -2.923 -1.771 4.866
C: -3.759 -2.628 5.569
C: -4.162 -3.824 4.999
C: -3.728 -4.167 3.728
C: -2.866 -3.329 3.036
C: -2.459 -2.135 3.605
I: -0.948 -0.954 2.635
H: -4.080 -2.356 6.563
H: -4.813 -4.483 5.550
H: -4.039 -5.096 3.276
H: -2.501 -3.612 2.061
C: 2.681 0.283 2.331
O: 1.759 -0.272 1.392
H: 3.682 0.333 1.902
H: 2.706 -0.320 3.239
H: 2.342 1.286 2.577
H: 2.046 -1.170 1.198

Force components x, y, z for each atom (eV/Å):
Ir 1.5 2.6 -2.1
F 0.0 -0.1 0.1
C -0.6 -0.3 -0.3
F 0.1 -0.1 0.1
F 0.6 0.2 0.4
C 0.3 0.2 0.1
C 0.3 0.0 0.3
C 0.3 0.3 0.1
C -0.3 -0.8 0.0
N 0.8 1.5 0.2
C -0.9 -0.7 -0.4
S 1.6 -0.8 1.3
H -0.1 0.1 -0.1
H 0.0 -0.1 0.1
H 0.0 -0.1 0.0
S -0.1 -1.1 -0.5
C -0.5 -0.9 0.1
C 0.1 1.1 0.5
C 0.8 0.4 -0.7
C -0.6 0.7 1.1
C 0.7 -0.2 -0.8
C -0.7 0.4 1.0
N -0.3 -2.0 -1.3
C 0.5 0.6 -0.3
C -0.3 -0.8 -0.1
C 0.3 -0.2 -0.4
C -0.2 0.2 0.4
C -0.5 -0.6 0.3
C -0.3 -0.6 -0.1
C -0.4 0.6 0.9
C 0.5 -0.5 -0.9
N -1.7 -0.6 1.4
C 0.3 0.7 0.0
C 0.7 -0.4 -1.1
C -0.1 0.9 0.6
C 0.8 0.6 -0.6
C -0.5 -0.7 0.1
S -0.7 -0.5 0.6
C -0.4 -0.6 0.1
H 0.0 0.2 0.1
H -0.1 0.0 0.1
H 0.0 -0.3 -0.1
H 0.0 -0.1 0.0
H 0.0 0.1 0.0
H 0.1 0.1 0.0
H 0.0 0.1 0.0
H 0.0 -0.1 0.0
H -0.2 -0.2 0.1
H 0.0 -0.1 -0.1
H 0.1 0.1 -0.1
H 0.0 0.1 0.0
N -0.9 1.5 0.9
C -0.2 0.3 0.0
N -0.3 0.1 -0.1
C 0.5 -0.8 0.8
C -0.4 0.0 0.0
O 0.1 -0.2 0.0
C -0.3 0.1 -0.3
C 1.0 -0.1 -0.7
H -0.1 0.1 0.0
H -0.1 0.0 0.0
H -0.1 0.2 0.0
H 0.0 -0.1 0.0
H -0.1 0.1 0.1
H 0.0 -0.1 0.0
H -0.1 0.1 0.0
H -0.1 0.0 0.0
Br 0.0 -0.1 0.1
C 0.3 0.6 -0.1
C 0.1 0.0 -0.1
C 0.1 0.1 -0.1
C 0.1 0.1 0.0
C 0.1 0.0 -0.3
C -0.3 0.0 -0.1
I -0.1 -0.2 0.1
H 0.0 0.1 0.0
H -0.1 -0.1 0.1
H 0.0 -0.1 0.0
H 0.0 -0.1 -0.1
C 0.3 0.4 0.5
O -0.5 -0.3 -0.6
H -0.1 0.0 0.0
H 0.0 0.0 0.0
H 0.0 0.0 0.0
H 0.0 -0.1 -0.1

Mulliken atomic charge list, values in e, 4 entries: Ir 2.30; F -0.23; C 0.55; F -0.22

---

In order of appearance, ΔE to the lowest compared entry with this formula, charge and spin = 0.201 3.868 eV.
In order of appearance, M = 1141.92 1141.92 g/mol.